Entry 1:
{"formula": "C14H21ClOTc", "method": "ωB97M-V/def2-TZVPD", "spin_multiplicity": 4, "homo_energy_ev": [-12.6, -15.3], "s_squared": 3.773, "total_charge": 2, "largest_force_ev_per_a": 6.17, "lumo_energy_ha": [-0.3052, -0.3053], "species": ["C", "C", "C", "C", "Cl", "H", "H", "H", "H", "H", "H", "H", "H", "H", "C", "C", "C", "H", "C", "C", "H", "H", "H", "H", "C", "C", "C", "H", "C", "C", "H", "H", "H", "H", "Tc", "O", "H", "H"], "positions_angstrom": [[0.431, 0.504, -4.043], [0.143, -0.950, -4.062], [-0.686, 1.425, -3.734], [1.805, 0.936, -3.692], [0.750, -0.660, -0.371], [-0.881, 1.818, -4.763], [-0.439, 2.300, -3.068], [-1.632, 0.944, -3.358], [0.165, -1.134, -5.155], [-0.870, -1.250, -3.691], [0.907, -1.635, -3.603], [2.186, 1.183, -4.700], [2.494, 0.160, -3.265], [1.878, 1.863, -3.069], [-1.900, -1.448, 2.762], [-2.216, -0.162, 2.214], [-2.104, -0.230, 0.780], [-2.604, 0.698, 2.787], [-1.682, -1.578, 0.471], [-1.596, -2.316, 1.685], [-1.313, -3.362, 1.759], [-1.928, -1.694, 3.819], [-2.396, 0.569, 0.097], [-1.511, -2.008, -0.517], [1.989, 0.778, 2.630], [0.827, 0.959, 3.435], [-0.178, 1.628, 2.637], [0.696, 0.661, 4.473], [0.382, 1.847, 1.322], [1.704, 1.267, 1.320], [2.410, 1.209, 0.500], [2.926, 0.319, 2.942], [-1.106, 2.069, 3.008], [-0.141, 2.375, 0.535], [-0.151, -0.193, 1.587], [1.087, -2.215, 3.079], [2.008, -2.102, 3.447], [0.546, -2.576, 3.802]], "lowdin_spin": [0.0020, 0.0032, 0.0009, 0.0026, 0.3288, 0.0001, 0.0001, 0.0001, 0.0001, 0.0002, 0.0020, 0.0001, 0.0015, 0.0001, 0.0221, -0.0096, 0.0193, 0.0015, 0.1020, 0.0689, 0.0037, 0.0019, 0.0070, 0.0057, 0.0667, 0.0317, -0.0102, 0.0026, 0.0213, 0.1227, 0.0067, 0.0036, 0.0022, 0.0061, 2.1173, 0.0629, 0.0013, 0.0009]}

Entry 2:
{"formula": "C37H87N3O13", "method": "ωB97M-V/def2-TZVPD", "de_lowest_kj_mol": 260.9, "homo_energy_ev": -8.6, "smiles": "CC1(C)CCCC(C)(C)N1O.CC1(C)CCCC(C)(C)N1O.CC1(C)CCCC(C)(C)N1O.OCCO.OCCO.OCCO.OCCO.OCCO", "total_charge": 0, "largest_force_ev_per_a": 3.34, "lumo_energy_ha": 0.0138, "species": ["C", "C", "C", "C", "C", "C", "C", "C", "C", "N", "O", "H", "H", "H", "H", "H", "H", "H", "H", "H", "H", "H", "H", "H", "H", "H", "H", "H", "H", "H", "C", "C", "C", "C", "C", "C", "C", "C", "C", "N", "O", "H", "H", "H", "H", "H", "H", "H", "H", "H", "H", "H", "H", "H", "H", "H", "H", "H", "H", "H", "C", "C", "C", "C", "C", "C", "C", "C", "C", "N", "O", "H", "H", "H", "H", "H", "H", "H", "H", "H", "H", "H", "H", "H", "H", "H", "H", "H", "H", "H", "O", "C", "C", "O", "H", "H", "H", "H", "H", "H", "O", "C", "C", "O", "H", "H", "H", "H", "H", "H", "O", "C", "C", "O", "H", "H", "H", "H", "H", "H", "O", "C", "C", "O", "H", "H", "H", "H", "H", "H", "O", "C", "C", "O", "H", "H", "H", "H", "H", "H"], "positions_angstrom": [[1.967, -3.015, -1.743], [3.043, -2.066, -1.140], [4.456, -2.759, -0.936], [3.145, -0.839, -2.034], [3.869, 0.367, -1.324], [3.412, 0.666, 0.114], [3.422, -0.558, 1.005], [4.886, -1.095, 1.429], [2.682, -0.231, 2.300], [2.577, -1.518, 0.218], [2.395, -2.695, 0.988], [0.980, -2.584, -1.676], [2.305, -2.988, -2.801], [1.975, -4.007, -1.287], [4.538, -3.492, -1.738], [5.241, -2.058, -0.978], [4.552, -3.323, 0.040], [3.651, -1.035, -2.987], [2.145, -0.636, -2.305], [4.967, 0.144, -1.254], [3.746, 1.223, -1.991], [2.427, 1.093, 0.178], [4.059, 1.441, 0.499], [5.574, -1.501, 0.680], [4.744, -1.867, 2.208], [5.330, -0.210, 1.928], [2.600, -0.967, 3.089], [1.676, 0.051, 2.038], [3.099, 0.654, 2.754], [3.229, -3.135, 1.223], [0.419, -5.486, 1.548], [-0.898, -6.114, 1.509], [-1.274, -6.116, 0.048], [-0.699, -7.509, 2.087], [-2.042, -8.213, 2.303], [-2.883, -7.377, 3.215], [-3.132, -5.953, 2.697], [-4.050, -5.990, 1.530], [-3.790, -5.140, 3.813], [-1.797, -5.411, 2.422], [-2.011, -4.045, 1.890], [0.488, -4.659, 0.839], [0.735, -5.072, 2.489], [1.176, -6.130, 1.159], [-0.489, -6.605, -0.509], [-2.100, -6.696, -0.230], [-1.493, -5.114, -0.289], [-0.075, -8.171, 1.495], [-0.316, -7.416, 3.090], [-2.694, -8.393, 1.414], [-1.884, -9.232, 2.791], [-2.382, -7.371, 4.182], [-3.869, -7.859, 3.342], [-3.896, -6.753, 0.807], [-4.048, -5.000, 0.990], [-5.078, -6.138, 1.861], [-4.212, -4.229, 3.396], [-3.012, -4.898, 4.542], [-4.572, -5.854, 4.232], [-2.021, -3.501, 2.677], [-0.628, 6.273, -1.407], [0.477, 6.758, -2.308], [-0.014, 7.353, -3.613], [1.293, 7.815, -1.488], [2.664, 8.132, -2.049], [3.481, 6.871, -2.105], [2.808, 5.750, -2.835], [2.872, 6.111, -4.294], [3.686, 4.534, -2.484], [1.475, 5.509, -2.342], [0.901, 4.499, -3.258], [-1.479, 6.919, -1.409], [-1.044, 5.370, -1.821], [-0.263, 5.984, -0.425], [-0.152, 6.607, -4.445], [-0.981, 7.892, -3.550], [0.775, 7.827, -4.079], [0.553, 8.644, -1.352], [1.408, 7.388, -0.475], [2.580, 8.618, -3.019], [3.132, 8.788, -1.326], [3.637, 6.566, -1.049], [4.497, 7.040, -2.446], [2.272, 5.369, -4.765], [3.898, 6.235, -4.714], [2.352, 7.053, -4.503], [3.701, 4.188, -1.457], [4.696, 4.729, -2.784], [3.307, 3.702, -3.123], [0.451, 3.849, -2.676], [-3.002, 1.694, 1.665], [-3.494, 1.547, 3.035], [-4.551, 0.503, 3.109], [-3.883, -0.784, 2.986], [-2.278, 2.262, 1.695], [-2.726, 1.281, 3.738], [-3.795, 2.514, 3.390], [-5.297, 0.534, 2.272], [-5.004, 0.509, 4.068], [-3.703, -0.897, 2.031], [-0.499, 2.163, -2.265], [-0.420, 1.311, -3.396], [-0.315, 2.168, -4.644], [0.997, 2.363, -5.044], [-0.259, 1.572, -1.512], [0.488, 0.694, -3.333], [-1.368, 0.852, -3.414], [-0.855, 3.134, -4.432], [-0.896, 1.776, -5.479], [1.266, 3.272, -5.031], [0.290, -0.488, 4.612], [0.419, -1.838, 5.084], [-0.360, -2.768, 4.249], [-1.836, -2.650, 4.373], [0.369, -0.507, 3.658], [1.440, -2.191, 5.034], [0.077, -1.731, 6.136], [-0.145, -3.822, 4.505], [0.000, -2.672, 3.206], [-2.199, -1.854, 3.986], [-3.446, 3.691, -0.025], [-4.233, 4.048, -1.155], [-4.242, 3.060, -2.302], [-3.144, 2.827, -3.128], [-3.655, 2.829, 0.346], [-5.289, 4.242, -0.824], [-3.659, 4.889, -1.602], [-5.033, 3.401, -2.936], [-4.717, 2.083, -2.088], [-2.438, 2.427, -2.570], [-2.753, -1.816, 0.539], [-1.409, -1.670, -0.003], [-0.987, -0.235, 0.315], [0.129, 0.172, -0.429], [-2.813, -2.761, 0.805], [-0.741, -2.398, 0.452], [-1.369, -1.836, -1.155], [-0.890, 0.003, 1.389], [-1.827, 0.496, 0.068], [0.904, -0.384, -0.213]], "lowdin_charge": [-0.0061, -0.4563, -0.0131, -0.1274, -0.1164, -0.1437, -0.4684, -0.0098, -0.0290, -0.0835, -0.0666, 0.0635, 0.0994, 0.0788, 0.0868, 0.0380, 0.0898, 0.1301, 0.0772, 0.1188, 0.1007, 0.1030, 0.1193, 0.0502, 0.0811, 0.0926, 0.0743, 0.0654, 0.0973, 0.0784, -0.0605, -0.5461, -0.0136, -0.1202, -0.1937, -0.1676, -0.5516, -0.0409, -0.0194, -0.0003, -0.0753, 0.0664, 0.0830, 0.0870, 0.0954, 0.0505, 0.0878, 0.1244, 0.1204, 0.1130, 0.1333, 0.1224, 0.1291, 0.0546, 0.1081, 0.0927, 0.0822, 0.0808, 0.1124, 0.0388, -0.0478, -0.4528, -0.0301, -0.1412, -0.1864, -0.1787, -0.5776, -0.0160, -0.0275, 0.0025, -0.0863, 0.0780, 0.0658, 0.0914, 0.1031, 0.1019, 0.0193, 0.1347, 0.1164, 0.1055, 0.1094, 0.1305, 0.1230, 0.0624, 0.1132, 0.0659, 0.0804, 0.0731, 0.0847, 0.0747, -0.0786, -0.1849, -0.1916, -0.0978, 0.0573, 0.1173, 0.1164, 0.1438, 0.1100, 0.0560, -0.1134, -0.2107, -0.2641, -0.0480, 0.0680, 0.1238, 0.1009, 0.1295, 0.1196, 0.0491, -0.0707, -0.2410, -0.2035, -0.0766, 0.0326, 0.1094, 0.1404, 0.1293, 0.1189, 0.0516, -0.0900, -0.2249, -0.2919, -0.0566, 0.0375, 0.1321, 0.1226, 0.1031, 0.1246, 0.0629, -0.0973, -0.1908, -0.2369, -0.1035, 0.0617, 0.0951, 0.1478, 0.1134, 0.1298, 0.0591]}

Entry 3:
{"formula": "C2H8", "method": "ωB97M-V/def2-TZVPD", "de_lowest_kj_mol": 68.8, "homo_energy_ev": -11.6, "smiles": "C.C", "total_charge": 0, "largest_force_ev_per_a": 1.92, "lumo_energy_ha": 0.0431, "species": ["C", "H", "H", "H", "H", "C", "H", "H", "H", "H"], "positions_angstrom": [[-6.924, -1.375, 13.325], [-6.824, -2.337, 12.801], [-7.989, -1.116, 13.416], [-6.404, -0.591, 12.755], [-6.479, -1.455, 14.327], [-4.917, -1.055, 11.261], [-4.910, -1.570, 10.289], [-5.553, -1.610, 11.966], [-5.313, -0.037, 11.133], [-3.892, -1.002, 11.655]], "lowdin_charge": [-0.0675, 0.0321, 0.0324, -0.0095, 0.0389, -0.0683, 0.0290, -0.0529, 0.0330, 0.0328]}

Entry 4:
{"formula": "C8H12", "method": "ωB97M-V/def2-TZVPD", "de_lowest_kj_mol": 477.7, "homo_energy_ev": [-8.6, -7.3], "total_charge": 0, "largest_force_ev_per_a": 4.56, "lumo_energy_ha": [0.0168, -0.0128], "species": ["C", "C", "C", "C", "C", "C", "C", "C", "H", "H", "H", "H", "H", "H", "H", "H", "H", "H", "H", "H"], "positions_angstrom": [[-0.582, 1.185, 1.335], [-0.422, -0.578, -0.114], [-0.995, -1.050, 1.235], [-1.291, 0.218, 1.871], [0.362, 0.610, 0.165], [-1.053, -0.986, -1.372], [1.620, 0.509, 1.133], [0.693, 1.503, -1.054], [-1.892, -1.685, 1.020], [-0.317, -1.546, 1.887], [-1.933, 0.338, 2.776], [-1.194, -2.062, -1.246], [-0.460, -0.698, -2.131], [-2.110, -0.684, -1.334], [2.513, 0.486, 0.450], [1.510, -0.479, 1.817], [1.816, 1.392, 1.745], [0.779, 2.447, -0.653], [-0.076, 1.374, -1.750], [1.518, 1.311, -1.723]], "lowdin_charge": [0.0888, -0.1837, -0.1806, -0.1888, -0.4795, -0.0277, -0.0484, -0.0285, 0.1272, 0.0927, 0.1106, 0.0970, 0.0394, 0.1131, 0.0784, 0.1276, 0.0714, 0.0575, 0.0486, 0.0848]}

Entry 5:
{"formula": "C2H7N3", "method": "ωB97M-V/def2-TZVPD", "de_lowest_kj_mol": 114.4, "homo_energy_ev": -9.1, "smiles": "[H]/N=C(\\N)CN", "total_charge": 0, "largest_force_ev_per_a": 5.00, "lumo_energy_ha": 0.0290, "species": ["H", "N", "C", "N", "C", "N", "H", "H", "H", "H", "H", "H"], "positions_angstrom": [[-1.672, -0.038, -1.450], [-0.769, -0.366, -1.136], [-0.506, 0.260, -0.013], [-1.142, 1.227, 0.664], [0.789, -0.137, 0.585], [1.619, -1.111, -0.167], [-2.110, 1.343, 0.233], [-0.616, 2.095, 0.928], [0.678, -0.457, 1.712], [1.169, 0.957, 0.689], [1.687, -0.831, -1.075], [1.210, -2.052, 0.006]], "lowdin_charge": [0.0209, 0.1101, -0.5840, 0.0842, -0.2586, 0.0068, 0.1295, 0.1227, 0.1459, 0.1246, 0.0094, 0.0884]}

Entry 6:
{"formula": "C2H2N4O", "method": "ωB97M-V/def2-TZVPD", "de_lowest_kj_mol": 160.4, "homo_energy_ev": -10.8, "smiles": "O=Cc1nnn[nH]1", "total_charge": 0, "largest_force_ev_per_a": 5.91, "lumo_energy_ha": -0.0518, "species": ["O", "C", "C", "N", "N", "N", "N", "H", "H"], "positions_angstrom": [[-2.196, 0.471, -0.171], [-1.463, -0.572, 0.092], [0.013, -0.458, 0.301], [1.178, -1.131, -0.027], [2.237, -0.363, -0.130], [1.781, 0.951, -0.082], [0.521, 0.947, 0.236], [-2.020, -1.586, -0.184], [-0.050, 1.742, -0.036]], "lowdin_charge": [-0.0431, -0.1358, -0.1733, 0.0047, -0.0167, 0.0128, 0.0455, 0.1570, 0.1489]}